#w
Density functional theory data (ωB97M-V/def2-TZVPD) for a structure of composition C33H22NO8PSW.

Results
- Orbital gap: 6.4 eV
- Net charge: +2
- E_LUMO: -8.10 eV

Each line ends with the Mulliken charge.
CARTESIAN COORDINATES (ANGSTROEM)
W 0.75 0.89 0.30  1.80
O -3.71 3.45 -3.11  -0.49
C -2.72 2.86 -2.46  0.78
C -1.46 2.61 -3.00  -0.50
C -0.52 1.99 -2.21  0.09
N -0.79 1.66 -0.95  0.14
C -2.00 1.87 -0.42  0.52
C -3.01 2.46 -1.14  -0.75
C -2.07 1.39 0.99  0.07
O -3.02 1.35 1.69  -0.48
O -0.81 0.98 1.39  -0.52
C 0.86 1.56 -2.61  0.33
O 1.31 1.67 -3.70  -0.53
O 1.48 1.01 -1.55  -0.93
H -3.46 3.73 -4.01  0.35
H -1.20 2.88 -4.02  0.57
H -3.98 2.62 -0.70  0.66
O 1.55 0.06 2.20  -0.34
C 1.64 -0.73 1.28  0.63
C 1.95 -2.09 1.01  -0.19
C 2.78 -2.92 1.76  -0.68
C 2.97 -4.21 1.33  -0.66
C 2.33 -4.68 0.18  -0.74
C 1.47 -3.86 -0.55  -0.31
C 1.30 -2.55 -0.15  0.36
P 0.04 -1.40 -0.79  1.84
C -1.54 -2.11 -0.26  0.93
C -1.98 -1.90 1.05  -0.52
C -3.12 -2.53 1.50  -0.94
C -3.83 -3.37 0.65  -0.61
C -3.39 -3.60 -0.64  -0.75
C -2.24 -2.97 -1.11  -0.48
C 0.10 -1.38 -2.58  0.37
C -1.02 -0.96 -3.30  -0.79
C -0.94 -0.84 -4.68  -0.89
C 0.25 -1.11 -5.33  -0.62
C 1.37 -1.52 -4.62  -0.85
C 1.30 -1.65 -3.24  -0.79
H 3.28 -2.54 2.65  0.61
H 3.62 -4.88 1.88  0.46
H 2.49 -5.70 -0.14  0.48
H 0.95 -4.24 -1.42  0.51
H -1.43 -1.25 1.72  0.47
H -3.47 -2.36 2.51  0.48
H -4.73 -3.86 1.01  0.44
H -3.93 -4.27 -1.30  0.46
H -1.90 -3.16 -2.12  0.45
H -1.96 -0.76 -2.79  0.58
H -1.82 -0.54 -5.24  0.50
H 0.31 -1.01 -6.41  0.46
H 2.29 -1.73 -5.13  0.47
H 2.18 -1.95 -2.68  0.45
O 1.91 4.09 6.94  -0.46
C 1.03 3.72 6.00  0.59
O -0.15 3.70 6.23  -0.50
C 1.54 3.45 4.61  0.38
C 2.80 2.91 4.36  -0.53
C 3.18 2.57 3.07  -0.79
C 2.29 2.82 2.03  0.32
S 2.59 2.28 0.38  -0.29
C 1.06 3.43 2.26  -0.42
C 0.67 3.71 3.56  -0.63
H 2.78 4.29 6.57  0.33
H 3.48 2.69 5.18  0.40
H 4.14 2.11 2.87  0.50
H 0.42 3.70 1.43  0.67
H -0.29 4.14 3.78  0.51

=====

#x
Density functional theory data (ωB97M-V/def2-TZVPD) for a structure of composition C33H22NO8PSW.

Results
- Orbital gap: 6.5 eV
- Net charge: +2
- E_LUMO: -8.24 eV

Each line ends with the Mulliken charge.
CARTESIAN COORDINATES (ANGSTROEM)
W -0.28 -0.33 1.03  1.29
O -2.33 1.19 6.71  -0.47
C -1.82 0.70 5.60  0.82
C -1.95 -0.64 5.20  -0.34
C -1.39 -1.04 4.00  0.33
N -0.72 -0.19 3.21  -0.26
C -0.56 1.08 3.63  0.82
C -1.09 1.58 4.78  -0.64
C 0.25 1.91 2.68  -0.31
O 0.39 3.08 2.67  -0.49
O 0.83 1.06 1.75  -0.56
C -1.45 -2.50 3.66  -0.14
O -2.03 -3.28 4.35  -0.49
O -0.68 -2.94 2.62  -0.38
H -2.81 0.53 7.23  0.34
H -2.46 -1.37 5.80  0.54
H -0.94 2.61 5.06  0.60
O -1.80 -1.57 1.13  -0.77
C -0.77 -2.39 1.34  1.26
C -0.47 -3.45 0.32  0.57
C -0.78 -4.78 0.57  -0.81
C -0.60 -5.73 -0.42  -0.70
C -0.12 -5.37 -1.68  -0.84
C 0.21 -4.04 -1.93  -0.49
C 0.04 -3.09 -0.93  -0.08
P 0.60 -1.40 -1.11  1.75
C 2.38 -1.30 -0.96  0.78
C 3.26 -1.42 -2.04  -0.31
C 4.62 -1.39 -1.82  -0.79
C 5.12 -1.23 -0.53  -0.59
C 4.26 -1.13 0.55  -1.04
C 2.89 -1.16 0.33  -0.36
C 0.03 -0.68 -2.64  0.76
C -1.16 -1.15 -3.21  -0.81
C -1.65 -0.54 -4.35  -0.85
C -0.98 0.53 -4.92  -0.54
C 0.19 1.01 -4.34  -0.83
C 0.70 0.41 -3.20  -0.66
H -1.16 -5.08 1.54  0.56
H -0.84 -6.77 -0.23  0.45
H 0.01 -6.11 -2.44  0.47
H 0.60 -3.76 -2.90  0.49
H 2.88 -1.55 -3.05  0.46
H 5.31 -1.48 -2.65  0.46
H 6.19 -1.21 -0.37  0.43
H 4.64 -1.02 1.56  0.48
H 2.22 -1.13 1.19  0.46
H -1.68 -2.00 -2.78  0.44
H -2.56 -0.91 -4.81  0.48
H -1.37 1.00 -5.81  0.45
H 0.71 1.85 -4.78  0.49
H 1.61 0.79 -2.76  0.45
O 0.48 6.98 -1.75  -0.45
C -0.61 6.60 -1.07  0.52
O -1.38 7.39 -0.61  -0.48
C -0.83 5.11 -0.88  0.69
C 0.20 4.18 -0.88  -1.01
C -0.06 2.85 -0.62  -0.26
C -1.38 2.45 -0.36  1.11
S -1.88 0.80 0.01  -0.31
C -2.42 3.38 -0.39  -0.89
C -2.14 4.71 -0.63  -0.88
H 0.94 6.25 -2.17  0.30
H 1.22 4.48 -1.04  0.35
H 0.75 2.13 -0.62  0.35
H -3.44 3.06 -0.21  0.53
H -2.92 5.45 -0.62  0.49

=====

Stability, lowest: #x

=====

#w
Density functional theory data (ωB97M-V/def2-TZVPD) for the molecule C22H28N4O4.

Results
- Orbital gap: 7.8 eV
- E_LUMO: -0.29 eV
- SMILES string: CCCCNc1ccc([C@@H](CC(N)=O)NC(=O)c2cc(C)cc(C)c2)cc1[N+](=O)[O-]

Each line ends with the Mulliken charge.
CARTESIAN COORDINATES (ANGSTROEM)
C 7.96 2.81 1.23  -1.33
C 6.47 2.54 1.36  -0.42
C 6.02 1.40 0.45  -0.80
C 4.53 1.12 0.58  -0.90
N 4.16 0.04 -0.31  -0.20
C 2.94 -0.51 -0.40  1.89
C 1.85 -0.02 0.35  -0.86
C 0.61 -0.58 0.28  -0.90
C 0.36 -1.68 -0.55  0.46
C -0.99 -2.35 -0.57  -0.51
C -1.07 -3.39 0.56  -0.86
C -0.97 -2.76 1.94  0.28
N -2.16 -2.61 2.55  -0.30
O 0.08 -2.42 2.45  -0.62
N -2.04 -1.34 -0.51  -0.03
C -3.34 -1.50 -0.21  0.35
O -3.83 -2.52 0.26  -0.72
C -4.17 -0.28 -0.44  0.36
C -3.95 0.59 -1.51  -0.86
C -4.76 1.70 -1.69  0.69
C -4.55 2.62 -2.85  -1.52
C -5.79 1.94 -0.79  -0.68
C -6.04 1.08 0.27  0.95
C -7.15 1.36 1.24  -1.53
C -5.22 -0.03 0.44  -0.91
C 1.39 -2.17 -1.31  -0.46
C 2.68 -1.61 -1.26  -1.01
N 3.66 -2.20 -2.08  1.13
O 3.34 -3.13 -2.80  -0.69
O 4.81 -1.75 -2.06  -0.77
H 8.26 3.63 1.89  0.40
H 8.21 3.09 0.21  0.32
H 8.53 1.93 1.50  0.32
H 5.91 3.45 1.11  0.34
H 6.23 2.28 2.40  0.34
H 6.58 0.50 0.70  0.39
H 6.25 1.66 -0.59  0.39
H 3.96 2.03 0.32  0.35
H 4.29 0.85 1.62  0.40
H 4.89 -0.38 -0.87  0.36
H 2.01 0.82 1.01  0.38
H -0.19 -0.18 0.88  0.36
H -1.10 -2.91 -1.52  0.56
H -1.99 -3.96 0.48  0.47
H -0.22 -4.07 0.44  0.53
H -2.20 -2.17 3.46  0.24
H -3.02 -2.80 2.05  0.25
H -1.76 -0.45 -0.89  0.33
H -3.17 0.38 -2.23  0.53
H -4.44 3.65 -2.50  0.35
H -3.66 2.35 -3.41  0.36
H -5.40 2.58 -3.52  0.33
H -6.42 2.80 -0.93  0.40
H -7.63 0.43 1.54  0.36
H -6.75 1.84 2.14  0.31
H -7.89 2.02 0.80  0.38
H -5.39 -0.72 1.25  0.47
H 1.25 -3.02 -1.96  0.57

=====

#x
Density functional theory data (ωB97M-V/def2-TZVPD) for the molecule C22H28N4O4.

Results
- Orbital gap: 9.2 eV
- E_LUMO: 0.71 eV
- SMILES string: CCOc1ccc(N(CC(=O)NC(C)C)C(=O)CCC(=O)Nc2ccccn2)cc1

Each line ends with the Mulliken charge.
CARTESIAN COORDINATES (ANGSTROEM)
C 2.16 -2.14 -4.78  -1.37
C 2.01 -1.45 -3.44  -0.33
O 0.62 -1.26 -3.20  -0.39
C 0.22 -0.64 -2.07  0.40
C 1.07 -0.16 -1.08  -0.63
C 0.55 0.46 0.04  -0.04
C -0.82 0.61 0.20  -0.81
N -1.36 1.28 1.33  0.59
C -1.90 2.61 1.06  -1.09
C -0.78 3.66 1.04  0.59
O -0.40 4.18 0.01  -0.69
N -0.28 3.90 2.26  -0.06
C 0.86 4.76 2.50  0.21
C 2.09 3.91 2.84  -1.33
C 0.53 5.73 3.63  -1.44
C -1.20 0.89 2.61  0.74
O -1.46 1.64 3.54  -0.77
C -0.72 -0.53 2.87  -1.14
C -1.51 -1.61 2.11  -0.75
C -0.64 -2.31 1.08  0.38
O 0.57 -2.37 1.18  -0.63
N -1.35 -2.91 0.09  0.00
C -0.88 -3.57 -1.04  0.51
C 0.44 -3.96 -1.22  -0.41
C 0.77 -4.62 -2.39  -0.54
C -0.22 -4.86 -3.33  -0.44
C -1.51 -4.44 -3.05  -0.47
N -1.84 -3.81 -1.93  -0.65
C -1.67 0.15 -0.81  -0.49
C -1.16 -0.47 -1.93  -0.46
H 1.74 -1.52 -5.57  0.34
H 1.63 -3.09 -4.77  0.21
H 3.21 -2.32 -4.99  0.42
H 2.52 -0.48 -3.45  0.45
H 2.44 -2.06 -2.64  0.34
H 2.14 -0.26 -1.16  0.43
H 1.22 0.84 0.80  0.48
H -2.62 2.85 1.85  0.49
H -2.39 2.60 0.09  0.46
H -0.64 3.36 3.04  0.37
H 1.04 5.31 1.57  0.36
H 2.32 3.24 2.01  0.27
H 1.89 3.31 3.72  0.31
H 2.95 4.54 3.03  0.44
H -0.35 6.32 3.38  0.36
H 1.37 6.40 3.81  0.42
H 0.33 5.18 4.55  0.34
H 0.33 -0.62 2.59  0.45
H -0.80 -0.68 3.94  0.35
H -1.84 -2.38 2.82  0.57
H -2.40 -1.19 1.64  0.50
H -2.35 -2.76 0.05  0.35
H 1.18 -3.74 -0.47  0.49
H 1.78 -4.94 -2.57  0.46
H 0.00 -5.38 -4.26  0.47
H -2.32 -4.61 -3.74  0.42
H -2.74 0.27 -0.70  0.52
H -1.80 -0.84 -2.71  0.41

=====

Stability, lowest: #w

=====

#w
Density functional theory data (ωB97M-V/def2-TZVPD) for the molecule C5H4.

Results
- Orbital gap: 8.8 eV
- E_LUMO: -0.42 eV

Each line ends with the Mulliken charge.
CARTESIAN COORDINATES (ANGSTROEM)
C 1.21 -0.81 -0.62  -0.50
C -1.11 1.68 -0.12  -0.22
C -0.87 0.31 0.45  -0.27
C 0.25 -0.30 0.04  0.10
C -0.56 2.43 -1.02  -0.20
H 2.31 -0.49 -0.48  0.21
H 1.04 -1.43 -1.50  0.25
H -1.94 2.19 0.28  0.34
H -1.34 -0.31 1.26  0.29

=====

#x
Density functional theory data (ωB97M-V/def2-TZVPD) for a structure of composition C5H4.

Results
- Orbital gap (alpha / beta): 6.2 / 6.3 eV
- E_LUMO (alpha / beta): -1.77 / -1.73 eV

Each line ends with the Mulliken charge.
CARTESIAN COORDINATES (ANGSTROEM)
C 2.56 -0.15 -0.03  -0.64
C 1.35 0.06 0.08  0.61
C -1.44 -0.99 0.15  -0.49
C 0.07 0.23 0.17  -0.12
C -1.37 0.52 0.15  -0.38
H 3.60 -0.22 -0.12  0.41
H -1.32 -1.55 -0.76  0.19
H -1.70 1.12 -0.72  0.22
H -1.75 0.97 1.07  0.19

=====

Stability, lowest: #x

=====

#w
Density functional theory data (ωB97M-V/def2-TZVPD) for the molecule C5H4.

Results
- Orbital gap: 10.2 eV
- E_LUMO: 0.77 eV
- SMILES string: C1[C@]23[C@H]4[C@@H]2[C@@]143

Each line ends with the Mulliken charge.
CARTESIAN COORDINATES (ANGSTROEM)
C 0.29 0.94 -0.86  -0.27
C 0.64 -0.41 -0.34  -0.34
C -0.71 -0.84 0.05  -0.34
C 0.37 -0.31 1.06  0.00
C -0.55 0.59 0.37  -0.36
H -0.37 0.68 -1.78  0.20
H 0.98 1.70 -0.84  0.35
H -1.14 -1.77 0.19  0.40
H 0.49 -0.59 2.15  0.36

=====

#x
Density functional theory data (ωB97M-V/def2-TZVPD) for the molecule C5H4.

Results
- Orbital gap: 10.2 eV
- E_LUMO: 0.97 eV
- SMILES string: C#CC#CC

Each line ends with the Mulliken charge.
CARTESIAN COORDINATES (ANGSTROEM)
C 3.08 0.35 -0.11  0.00
C 1.97 -0.11 -0.07  -0.26
C 0.63 -0.44 -0.03  0.33
C -0.58 -0.44 0.02  -0.19
C -2.00 -0.14 0.07  -1.15
H 4.00 0.88 -0.14  0.45
H -2.48 -0.56 0.96  0.29
H -2.53 -0.49 -0.82  0.28
H -2.09 0.95 0.12  0.26

=====

#y
Density functional theory data (ωB97M-V/def2-TZVPD) for the molecule C5H4.

Results
- Orbital gap: 9.8 eV
- E_LUMO: 0.68 eV
- SMILES string: C#CCC#C

Each line ends with the Mulliken charge.
CARTESIAN COORDINATES (ANGSTROEM)
C -1.40 0.71 -0.65  -0.32
C -0.35 0.25 -1.02  -0.33
C 0.92 -0.38 -0.68  0.09
C 0.71 -0.40 0.76  -0.34
C 0.01 -0.14 1.70  -0.31
H -2.35 1.16 -0.72  0.38
H 1.78 0.23 -0.97  0.22
H 1.01 -1.38 -1.11  0.22
H -0.32 -0.06 2.70  0.39

=====

Stability, lowest: #w